# C12H42N12O12

A cluster of 9 separate species, C12H42N12O12 in total in a non-equilibrium geometry (wB97M-V/def2-TZVPD, OMol25).

Geometry (Å):
O1 14.216953 8.413943 -19.359964
H1 18.050605 2.225671 -17.123644
H2 13.562114 3.605005 -16.479976
N1 14.039657 2.616624 -9.460174
H3 12.920967 1.272010 -13.374968
H4 14.647068 3.157040 -11.765458
H5 14.342722 0.075821 -16.858944
C1 15.094860 7.833789 -18.740035
H6 16.485639 9.550222 -14.328620
H7 14.783731 3.615737 -19.075265
C2 16.533538 3.148645 -18.145015
H8 15.960626 5.974675 -18.422568
H9 14.482127 8.012591 -15.359316
H10 10.580525 6.636710 -14.732435
C3 15.284744 -0.810041 -15.298023
O2 13.139771 5.472553 -14.253794
H11 10.326795 0.125085 -16.021859
N2 13.771940 3.593506 -11.538775
O3 13.113007 8.146228 -13.168825
C4 9.975902 7.146604 -15.487804
H12 12.757664 9.670229 -14.559974
N3 17.185241 2.079498 -17.607815
N4 15.095160 6.473489 -18.592095
H13 13.836670 10.031432 -13.200288
C5 14.168058 5.130071 -15.150641
N5 8.605113 1.354214 -14.684554
O4 15.953891 8.771384 -14.151772
O5 15.736579 -0.680424 -14.176164
H14 14.091983 5.682666 -16.094066
O6 16.999023 4.279009 -18.072772
H15 14.817992 9.725066 -15.593563
H16 8.625432 0.393636 -14.397957
H17 8.937063 9.618247 -13.693610
O7 9.270369 8.723076 -13.788813
N6 12.752641 0.490378 -12.759231
C6 13.557642 9.263934 -13.932084
H18 14.423893 1.015310 -15.311758
H19 10.578408 7.070596 -16.402757
H20 15.158212 -1.880224 -17.020112
O8 11.121565 -0.698664 -11.670976
C7 9.788054 8.577371 -15.124291
H21 16.068231 -2.626117 -15.716908
C8 13.271678 3.437042 -10.266966
C9 11.575455 0.361197 -12.066443
C10 14.059154 3.635670 -15.503515
O9 12.361772 4.108769 -9.821921
O10 13.262837 2.940111 -14.562264
H22 8.778104 5.661588 -15.274386
H23 16.820357 7.959265 -17.650047
H24 13.228375 6.391755 -13.963550
H25 8.084903 2.067307 -14.201943
H26 13.595055 2.261873 -8.633188
H27 14.792578 2.076208 -9.848277
H28 10.776041 9.055852 -15.116277
H29 16.833362 1.152800 -17.758092
H30 9.914853 1.438005 -11.771029
H31 12.510589 3.487790 -14.302563
N7 15.394531 -1.959829 -16.047627
O11 8.771587 6.448598 -15.829457
O12 9.813400 3.166836 -15.310368
N8 10.376906 1.118052 -16.149990
H32 13.468041 4.403187 -12.053338
H33 11.172547 1.560676 -16.572813
H34 9.151228 9.150314 -15.801692
H35 13.425225 -0.255541 -12.734175
N9 15.275976 2.879669 -18.603724
N10 16.119032 8.497046 -18.127690
H36 16.284648 9.450337 -18.387037
H37 15.150585 5.384091 -14.736021
H38 14.350653 6.019648 -19.088218
H39 11.288652 2.432267 -12.205168
N11 10.890128 1.540152 -11.980712
H40 12.317509 8.393782 -12.688020
N12 14.556938 0.203153 -15.888652
C11 14.714657 8.947844 -14.836911
C12 9.654485 1.958973 -15.345127
H41 15.026815 3.141354 -15.556522
H42 14.741914 2.058394 -18.395452

Cartesian forces, eV/Å:
O 0.1 0.1 0.1
H 0.0 0.0 -0.1
H 0.2 -0.3 -0.1
N -0.3 -0.1 -0.2
H 0.1 0.0 0.3
H -0.1 0.1 -0.3
H -0.5 0.7 0.1
C -0.6 0.3 -0.6
H 0.1 0.0 0.1
H 0.1 0.1 0.1
C 0.1 0.1 1.4
H -0.2 -0.3 0.0
H 0.1 0.1 -0.1
H -0.3 0.0 0.2
C -0.3 0.4 0.4
O -0.3 -0.3 0.1
H 0.2 0.0 -0.1
N -0.4 -0.4 0.3
O 0.2 -0.5 -0.6
C 0.1 -0.8 -1.2
H -0.1 -0.1 0.0
N -0.3 -0.2 -0.4
N 0.3 0.2 0.4
H 0.2 0.2 -0.3
C 0.8 0.3 -0.2
N 0.4 0.9 -0.4
O -0.2 0.0 -0.1
O 0.1 -0.3 0.0
H -0.1 0.1 0.1
O 0.0 -0.1 -0.6
H -0.2 0.0 0.0
H -0.1 0.0 0.2
H -0.1 0.0 0.0
O 0.0 -0.4 -0.1
N 0.3 -0.2 0.3
C -0.2 0.8 0.7
H -0.3 0.3 -0.4
H 0.2 0.5 0.1
H 0.2 -0.5 -0.1
O 0.1 0.0 0.3
C 0.1 1.1 0.9
H 0.0 -0.1 -0.2
C 1.2 1.0 0.5
C 0.1 0.2 -1.1
C -1.1 0.6 0.0
O -0.5 -0.4 -0.3
O 0.3 -0.7 0.1
H -0.3 -0.1 -0.2
H 0.2 0.3 0.0
H 0.0 0.2 0.1
H -0.3 -0.5 0.5
H 0.0 0.0 0.0
H -0.2 -0.2 0.0
H 0.0 -0.1 -0.4
H 0.2 -0.1 0.2
H 0.0 0.3 0.2
H 0.1 0.2 -0.2
N -0.2 0.7 0.2
O 0.3 0.2 0.9
O 0.3 0.1 0.0
N 0.0 0.6 0.2
H 0.1 0.0 -0.1
H 0.2 -0.3 0.0
H 0.0 -0.4 -0.3
H -0.1 -0.1 -0.1
N -0.2 0.2 -0.7
N 0.1 -0.4 0.3
H 0.0 0.0 0.0
H 0.0 -0.2 0.2
H 0.1 0.0 -0.1
H 0.0 0.0 0.1
N -0.4 -0.3 0.1
H -0.1 0.0 0.0
N 0.8 -1.2 0.1
C 0.1 -0.6 0.1
C -0.7 -0.8 -0.2
H 0.1 0.1 0.0
H 0.3 -0.1 0.1

Values from the calculation:
Relative energy (zero: lowest compared OMol25 entry of this formula, charge and spin) (kJ/mol): 95.49
Calculated total energy (a.u.): -2042.5662
SMILES: NC(N)=O.NC(N)=O.NC(N)=O.NC(N)=O.NC(N)=O.NC(N)=O.OCCO.OCCO.OCCO
Charge: 0
Kohn-Sham gap (eV): 9.0

Mulliken atomic charge list, values in e, 5 entries: O -0.685; H 0.205; H 0.137; N -0.457; H 0.080